{
  "formula": "C6H7NS",
  "method": "ωB97M-V with the def2-TZVPD basis set",
  "homo_energy_ev": [-7.31, -7.31],
  "multiplicity": 1,
  "e_above_lowest_kcal_mol": 106.30,
  "homo_lumo_gap_ev": [7.592, 7.591],
  "species": ["C", "C", "C", "C", "C", "C", "N", "S", "H", "H", "H", "H", "H", "H", "H"],
  "xyz": [[-1.489, 0.559, -2.684], [-0.449, 0.316, -1.081], [0.274, -0.028, 0.276], [-0.334, 1.402, -2.138], [0.031, -1.028, 1.422], [1.194, -0.480, 2.296], [-1.403, -0.356, -1.754], [1.684, 0.830, 1.079], [-2.211, 0.599, -3.402], [0.591, 1.458, -2.856], [-0.498, 2.372, -1.826], [-0.932, -0.922, 1.964], [-0.004, -1.976, 0.958], [0.737, 0.085, 3.163], [1.878, -1.265, 2.677]]
}

{
  "formula": "C2H8N3O2",
  "method": "ωB97M-V with the def2-TZVPD basis set",
  "homo_energy_ev": -14.53,
  "multiplicity": 1,
  "e_above_lowest_kcal_mol": 156.75,
  "total_charge": 1,
  "homo_lumo_gap_ev": 9.696,
  "species": ["C", "O", "N", "N", "O", "C", "N", "H", "H", "H", "H", "H", "H", "H", "H"],
  "xyz": [[-2.390, 1.406, 1.476], [-1.181, 0.735, 1.072], [-1.084, 0.505, -0.256], [-0.057, -0.096, -0.740], [0.783, -0.409, 0.163], [2.254, -0.815, -0.292], [2.220, -1.737, -1.360], [-3.103, 1.036, 0.741], [-2.240, 2.484, 1.215], [-2.782, 1.126, 2.451], [-1.737, 0.784, -0.998], [2.741, -1.085, 0.565], [2.843, 0.158, -0.517], [1.841, -2.650, -1.274], [1.890, -1.442, -2.246]]
}

{
  "formula": "C22H26ClN4O7P",
  "method": "ωB97M-V with the def2-TZVPD basis set",
  "homo_energy_ev": -8.70,
  "multiplicity": 1,
  "homo_lumo_gap_ev": 8.011,
  "species": ["C", "C", "Cl", "C", "C", "C", "N", "C", "C", "N", "C", "C", "C", "O", "P", "O", "O", "H", "H", "H", "H", "H", "H", "H", "H", "H", "H", "H", "H", "H", "H", "H", "H", "O", "N", "O", "C", "C", "C", "C", "C", "C", "H", "H", "H", "H", "H", "O", "N", "O", "C", "C", "C", "C", "C", "C", "H", "H", "H", "H", "H"],
  "xyz": [[-3.149, -0.941, -0.495], [-2.954, -0.373, -1.895], [-4.174, -1.123, -2.969], [-1.512, -0.602, -2.367], [-0.776, 0.679, -2.806], [0.640, 0.477, -2.470], [1.762, 0.251, -2.245], [-0.818, 1.030, -4.317], [-0.231, -0.065, -5.061], [0.145, -1.050, -5.550], [-0.036, 2.323, -4.615], [-0.546, 3.552, -3.840], [-1.151, 4.646, -4.739], [-2.493, 4.903, -4.345], [-2.528, 1.298, -5.114], [-3.504, 1.834, -3.914], [-3.090, -0.147, -5.649], [-2.538, -0.348, 0.161], [-2.885, -1.990, -0.464], [-4.180, -0.792, -0.201], [-3.098, 0.693, -1.806], [-1.431, -1.405, -3.086], [-0.992, -0.951, -1.483], [-1.117, 1.486, -2.172], [-0.240, 2.528, -5.658], [1.021, 2.148, -4.480], [0.277, 3.985, -3.290], [-1.316, 3.314, -3.117], [-1.108, 4.382, -5.787], [-0.613, 5.565, -4.537], [-3.074, 4.682, -5.070], [-4.390, 1.497, -4.099], [-2.739, -0.238, -6.537], [-1.306, -1.456, 1.716], [-1.183, -2.629, 1.427], [-2.064, -3.305, 0.931], [0.108, -3.272, 1.694], [1.116, -2.536, 2.290], [2.326, -3.151, 2.561], [2.514, -4.487, 2.229], [1.494, -5.209, 1.622], [0.280, -4.600, 1.352], [0.967, -1.498, 2.546], [3.120, -2.591, 3.031], [3.459, -4.967, 2.446], [1.644, -6.247, 1.362], [-0.515, -5.160, 0.882], [4.407, 1.124, 3.567], [4.035, 0.202, 4.253], [4.172, -0.971, 3.966], [3.364, 0.518, 5.521], [3.160, 1.842, 5.861], [2.508, 2.137, 7.047], [2.074, 1.111, 7.876], [2.296, -0.213, 7.523], [2.945, -0.516, 6.337], [3.498, 2.639, 5.215], [2.335, 3.167, 7.324], [1.561, 1.344, 8.799], [1.960, -1.011, 8.170], [3.115, -1.545, 6.060]]
}

{
  "formula": "H26O13",
  "method": "ωB97M-V with the def2-TZVPD basis set",
  "homo_energy_ev": -9.98,
  "multiplicity": 1,
  "e_above_lowest_kcal_mol": 32.06,
  "homo_lumo_gap_ev": 9.757,
  "species": ["O", "H", "H", "O", "H", "H", "O", "H", "H", "O", "H", "H", "O", "H", "H", "O", "H", "H", "O", "H", "H", "O", "H", "H", "O", "H", "H", "O", "H", "H", "O", "H", "H", "O", "H", "H", "O", "H", "H"],
  "xyz": [[13.738, 7.621, -12.364], [14.048, 6.814, -12.787], [12.822, 7.727, -12.664], [11.490, 9.770, -11.369], [10.809, 9.170, -11.043], [11.825, 10.216, -10.578], [12.157, 6.509, -14.915], [12.207, 6.678, -15.864], [11.647, 5.696, -14.836], [14.698, 12.372, -14.007], [13.913, 11.802, -13.857], [15.247, 12.241, -13.227], [14.440, 8.748, -16.919], [14.719, 7.834, -16.788], [14.944, 9.049, -17.687], [9.087, 11.459, -12.157], [9.846, 11.216, -11.612], [8.336, 11.439, -11.555], [12.446, 10.730, -13.770], [12.232, 10.052, -14.420], [12.241, 10.329, -12.909], [10.477, 12.832, -14.597], [9.874, 13.127, -13.907], [10.828, 11.997, -14.262], [15.560, 9.655, -11.967], [14.847, 8.983, -12.051], [16.033, 9.398, -11.168], [11.999, 13.036, -11.759], [12.755, 12.753, -11.208], [12.343, 13.064, -12.661], [14.070, 11.717, -10.567], [14.954, 11.855, -10.213], [14.081, 10.808, -10.894], [15.078, 11.664, -16.741], [14.931, 11.892, -15.795], [14.688, 10.802, -16.896], [11.781, 8.849, -16.731], [11.408, 9.266, -17.515], [12.736, 8.753, -16.913]]
}

{
  "formula": "C3H5ClN2S",
  "method": "ωB97M-V with the def2-TZVPD basis set",
  "homo_energy_ev": -8.54,
  "multiplicity": 1,
  "e_above_lowest_kcal_mol": 25.44,
  "homo_lumo_gap_ev": 8.550,
  "species": ["N", "N", "C", "S", "C", "C", "Cl", "H", "H", "H", "H", "H"],
  "xyz": [[-1.665, 0.578, 0.400], [-0.388, 0.308, -0.050], [0.339, 1.402, -0.438], [-0.058, 2.971, -0.303], [-0.023, -1.047, -0.084], [1.231, -1.526, -0.058], [1.553, -3.228, -0.052], [-1.958, 1.517, 0.064], [-1.693, 0.522, 1.445], [1.348, 1.160, -0.798], [-0.812, -1.735, -0.187], [2.126, -0.923, 0.060]]
}

{
  "formula": "C3H3O3",
  "method": "ωB97M-V with the def2-TZVPD basis set",
  "homo_energy_ev": [-13.57, -16.43],
  "multiplicity": 3,
  "e_above_lowest_kcal_mol": 7.68,
  "total_charge": 1,
  "homo_lumo_gap_ev": [8.712, 6.613],
  "species": ["C", "C", "C", "O", "O", "O", "H", "H", "H"],
  "xyz": [[2.973, -0.081, -0.148], [-1.338, 0.952, -0.001], [-1.592, -0.275, -0.105], [4.053, -0.351, -0.157], [-1.730, -1.507, -0.178], [1.828, 0.236, -0.123], [-0.289, 1.180, -0.059], [-2.003, 1.850, 0.085], [-1.902, -2.004, 0.685]]
}

{
  "formula": "C5H6OS2",
  "method": "ωB97M-V with the def2-TZVPD basis set",
  "homo_energy_ev": -8.28,
  "multiplicity": 1,
  "e_above_lowest_kcal_mol": 81.23,
  "homo_lumo_gap_ev": 8.808,
  "species": ["O", "C", "C", "C", "S", "C", "C", "S", "H", "H", "H", "H", "H", "H"],
  "xyz": [[0.020, 1.107, 1.872], [0.101, 0.539, 0.581], [-0.003, -1.006, 0.740], [-0.207, -1.383, -0.782], [-1.503, -0.285, -1.279], [-0.569, 1.093, -0.706], [1.008, 1.046, -0.685], [1.319, -0.384, -1.764], [-0.882, 0.561, 2.145], [0.759, -1.476, 1.278], [-0.757, -1.533, 1.314], [-0.077, -2.296, -1.144], [-0.858, 2.098, -0.726], [1.649, 1.918, -0.844]]
}

{
  "formula": "C5H8O",
  "method": "ωB97M-V with the def2-TZVPD basis set",
  "homo_energy_ev": -8.64,
  "multiplicity": 1,
  "e_above_lowest_kcal_mol": 35.93,
  "homo_lumo_gap_ev": 9.660,
  "species": ["C", "C", "C", "C", "O", "C", "H", "H", "H", "H", "H", "H", "H", "H"],
  "xyz": [[-1.736, 0.358, -0.544], [-0.428, 0.160, 0.029], [0.592, 0.945, -0.206], [1.768, 0.202, 0.212], [1.399, -1.001, 0.802], [-0.009, -1.096, 0.726], [-1.825, -0.487, -1.304], [-1.929, 1.289, -1.079], [-2.513, 0.160, 0.197], [0.621, 1.884, -0.739], [2.469, 0.801, 0.794], [2.300, -0.022, -0.819], [-0.421, -1.179, 1.740], [-0.287, -2.013, 0.189]]
}

{
  "formula": "C4H9NO2",
  "method": "ωB97M-V with the def2-TZVPD basis set",
  "homo_energy_ev": -9.50,
  "multiplicity": 1,
  "e_above_lowest_kcal_mol": 112.98,
  "homo_lumo_gap_ev": 9.345,
  "species": ["C", "O", "C", "C", "C", "N", "O", "H", "H", "H", "H", "H", "H", "H", "H", "H"],
  "xyz": [[2.085, 0.246, -0.279], [1.321, -0.343, 0.750], [0.102, 0.301, 1.000], [-0.886, 0.142, -0.184], [-1.167, -1.374, -0.406], [-2.099, 0.890, 0.135], [-1.920, 2.020, -0.273], [3.052, -0.262, -0.285], [1.606, 0.123, -1.259], [2.243, 1.320, -0.095], [0.248, 1.380, 1.165], [-0.288, -0.158, 1.913], [-0.595, 1.047, -0.869], [-1.633, -1.833, 0.491], [-0.231, -1.920, -0.561], [-1.837, -1.579, -1.244]]
}

{
  "formula": "C19H19BrN5ORu",
  "method": "ωB97M-V with the def2-TZVPD basis set",
  "homo_energy_ev": [-14.15, -15.38],
  "multiplicity": 6,
  "e_above_lowest_kcal_mol": 15.51,
  "total_charge": 2,
  "homo_lumo_gap_ev": [8.060, 7.400],
  "species": ["Ru", "O", "C", "C", "C", "N", "C", "Br", "C", "H", "H", "H", "H", "C", "C", "C", "C", "N", "C", "C", "C", "C", "C", "C", "N", "H", "H", "H", "H", "H", "H", "H", "H", "N", "C", "C", "C", "N", "H", "H", "H", "H", "C", "H", "H", "H"],
  "xyz": [[0.292, 1.141, 0.517], [0.673, -3.344, 5.241], [0.448, -2.507, 4.244], [-0.805, -2.294, 3.657], [-0.916, -1.403, 2.614], [0.125, -0.715, 2.129], [1.301, -0.916, 2.715], [2.719, 0.169, 2.030], [1.540, -1.784, 3.744], [-0.122, -3.795, 5.546], [-1.682, -2.817, 4.017], [-1.871, -1.228, 2.134], [2.526, -1.907, 4.170], [1.928, -2.877, -1.230], [0.762, -3.401, -1.760], [-0.341, -2.573, -1.891], [-0.259, -1.259, -1.452], [0.857, -0.770, -0.883], [1.930, -1.558, -0.808], [-1.411, -0.338, -1.597], [-2.296, -0.441, -2.661], [-3.366, 0.437, -2.742], [-3.534, 1.396, -1.754], [-2.606, 1.452, -0.732], [-1.569, 0.609, -0.660], [2.822, -3.478, -1.137], [0.712, -4.436, -2.072], [-1.263, -2.942, -2.319], [2.835, -1.122, -0.410], [-2.138, -1.188, -3.427], [-4.060, 0.370, -3.568], [-4.364, 2.087, -1.773], [-2.693, 2.180, 0.066], [2.195, 2.279, -2.108], [2.028, 3.232, -3.038], [0.969, 4.017, -2.634], [0.562, 3.461, -1.421], [1.317, 2.402, -1.105], [2.908, 1.571, -2.084], [2.655, 3.302, -3.911], [0.569, 4.881, -3.134], [-0.225, 3.800, -0.764], [0.240, 2.432, 2.405], [-0.199, 3.310, 1.922], [-0.419, 1.943, 3.116], [1.226, 2.625, 2.809]]
}

{
  "formula": "C46H37N2O3P2S3SbSe4Ti",
  "method": "ωB97M-V with the def2-TZVPD basis set",
  "homo_energy_ev": [-6.76, -7.25],
  "multiplicity": 3,
  "e_above_lowest_kcal_mol": 5.82,
  "homo_lumo_gap_ev": [6.028, 5.625],
  "species": ["Ti", "O", "S", "C", "C", "C", "C", "C", "C", "P", "C", "C", "C", "C", "C", "C", "C", "C", "C", "C", "C", "C", "C", "C", "C", "C", "C", "C", "P", "C", "C", "C", "C", "C", "C", "C", "C", "C", "C", "C", "C", "H", "H", "H", "H", "H", "H", "H", "H", "H", "H", "H", "H", "H", "H", "H", "H", "H", "H", "H", "H", "H", "H", "H", "H", "H", "H", "H", "H", "O", "C", "C", "C", "C", "C", "C", "C", "O", "N", "N", "C", "S", "C", "C", "S", "H", "H", "H", "H", "H", "H", "H", "H", "H", "Se", "Sb", "Se", "Se", "Se"],
  "xyz": [[-0.206, -0.158, -0.206], [2.904, -1.701, -1.633], [2.129, -0.898, -0.657], [3.172, 0.429, -0.032], [4.476, 0.155, 0.355], [5.272, 1.194, 0.812], [4.771, 2.491, 0.850], [3.486, 2.767, 0.401], [2.665, 1.744, -0.052], [1.062, 1.949, -0.957], [1.754, 2.451, -2.565], [2.186, 1.441, -3.422], [2.917, 1.750, -4.561], [3.220, 3.073, -4.849], [2.773, 4.086, -4.009], [2.042, 3.779, -2.870], [0.093, 3.347, -0.364], [-0.859, 3.869, -1.241], [-1.912, 4.627, -0.750], [-2.030, 4.857, 0.615], [-1.062, 4.378, 1.487], [-0.004, 3.625, 0.998], [1.838, -2.009, 0.772], [2.635, -2.058, 1.907], [2.343, -2.956, 2.921], [1.279, -3.838, 2.788], [0.485, -3.804, 1.652], [0.721, -2.875, 0.642], [-0.458, -2.534, -0.740], [0.266, -3.315, -2.203], [0.086, -2.738, -3.455], [0.680, -3.315, -4.572], [1.461, -4.453, -4.436], [1.642, -5.029, -3.183], [1.043, -4.463, -2.070], [-1.999, -3.424, -0.404], [-2.725, -3.917, -1.482], [-4.023, -4.380, -1.296], [-4.587, -4.383, -0.031], [-3.863, -3.895, 1.052], [-2.591, -3.384, 0.861], [4.865, -0.853, 0.281], [6.288, 0.996, 1.125], [5.401, 3.299, 1.199], [3.123, 3.789, 0.388], [1.956, 0.403, -3.203], [3.250, 0.957, -5.218], [3.796, 3.316, -5.732], [2.999, 5.120, -4.239], [1.692, 4.574, -2.223], [-0.807, 3.663, -2.304], [-2.658, 5.007, -1.435], [-2.885, 5.399, 0.998], [-1.138, 4.568, 2.550], [0.757, 3.264, 1.684], [3.465, -1.376, 2.027], [2.950, -2.965, 3.816], [1.061, -4.546, 3.576], [-0.333, -4.505, 1.547], [-0.522, -1.849, -3.566], [0.531, -2.867, -5.545], [1.934, -4.892, -5.305], [2.256, -5.914, -3.075], [1.193, -4.909, -1.095], [-2.293, -3.926, -2.474], [-4.593, -4.723, -2.150], [-5.597, -4.748, 0.112], [-4.302, -3.886, 2.042], [-2.066, -2.940, 1.698], [-1.522, 1.331, 4.931], [-0.180, 1.386, 4.880], [0.499, 1.803, 6.027], [1.877, 1.879, 6.031], [2.616, 1.552, 4.891], [1.947, 1.145, 3.753], [0.552, 1.046, 3.728], [-0.106, 0.630, 2.481], [0.658, 0.433, 1.421], [-1.384, 0.477, 2.431], [-1.830, 0.055, 1.150], [-3.128, 0.143, 1.063], [-4.020, -0.551, -0.237], [-5.651, -0.258, 0.474], [-5.562, 0.998, 1.313], [-4.070, 0.888, 2.326], [-1.840, 1.013, 4.054], [-0.087, 2.063, 6.899], [2.386, 2.201, 6.931], [3.695, 1.624, 4.894], [2.493, 0.905, 2.848], [-5.940, -1.132, 1.058], [-6.321, -0.121, -0.375], [-6.412, 1.107, 1.987], [-5.481, 1.873, 0.670], [-4.991, 2.523, -2.369], [-3.449, 1.018, -3.453], [-4.190, -1.030, -4.423], [-2.467, 2.735, -4.958], [-1.492, 0.324, -1.976]]
}

{
  "formula": "C5H16N3",
  "method": "ωB97M-V with the def2-TZVPD basis set",
  "homo_energy_ev": [-16.53, -16.52],
  "multiplicity": 2,
  "e_above_lowest_kcal_mol": 82.14,
  "total_charge": 2,
  "homo_lumo_gap_ev": [9.199, 4.001],
  "species": ["N", "C", "C", "C", "N", "C", "N", "C", "H", "H", "H", "H", "H", "H", "H", "H", "H", "H", "H", "H", "H", "H", "H", "H"],
  "xyz": [[1.528, 0.728, 0.716], [0.683, -0.202, -0.186], [-0.595, -0.390, 0.799], [-0.264, -1.504, 1.917], [0.468, -2.641, 1.403], [0.418, 0.392, -1.575], [-0.096, 1.774, -1.616], [-1.572, 1.768, -1.830], [1.131, 1.221, 1.609], [2.403, 0.285, 1.182], [1.885, 1.417, 0.047], [1.181, -1.207, -0.188], [-0.918, 0.571, 1.295], [-1.521, -0.698, 0.167], [0.392, -1.034, 2.691], [-1.216, -1.783, 2.337], [-0.212, -3.461, 1.246], [1.118, -3.172, 2.034], [-0.317, -0.329, -2.083], [1.402, 0.504, -2.171], [0.436, 2.386, -2.445], [-2.067, 1.751, -2.920], [-2.140, 1.051, -1.139], [-2.128, 2.573, -1.290]]
}

no.,electronic energy (eV)
1,-18656.13927
2,-10756.86588
3,-65333.75647
4,-27040.55680
5,-29528.12419
6,-9288.64208
7,-28996.43347
8,-7360.69705
9,-9875.16132
10,-102116.80292
11,-399548.44704
12,-9893.26334